Density functional theory data (the ωB97M-V functional and the def2-TZVPD basis) for C5H5FS2 in the gas phase at a distorted geometry.

XYZ file:
```
13
Properties=species:S:1:pos:R:3:forces:R:3
S 3.671328 -0.505020 -0.379904 0.202 -0.164 0.097
S -2.158875 -1.946977 -0.167248 0.301 -0.239 0.020
F -2.005977 1.897609 -0.250181 0.811 0.444 -0.301
C -1.328375 0.727634 -0.224731 -1.101 -2.066 0.607
C 2.326987 -0.070800 0.357111 -1.242 0.829 -0.422
C -0.007563 0.632096 -0.157297 -0.115 0.241 -0.055
C -2.334310 -0.355895 -0.136823 0.390 0.580 -0.169
C 0.910275 -0.562515 0.040253 0.503 1.504 0.674
H 0.630308 -1.057091 0.966397 -0.471 -0.618 -0.112
H 2.278722 0.757652 1.090428 0.416 -0.488 -0.083
H 0.432030 1.593587 -0.250234 0.794 0.809 0.055
H 0.904596 -1.188523 -0.820926 -0.045 -0.848 -0.380
H -3.319146 0.078240 -0.066851 -0.443 0.015 0.069
```
Positions in Å, forces in eV/Å.

The charge is 0. As for the calculated total energy: -1089.6777 Eh. The gap between HOMO and LUMO comes out at 0.289 Ha. The calculation puts the molar mass at 148.227 g/mol. The SMILES is F/C(C=S)=C/CC=S. Its HOMO energy is -8.967 eV. Its max |F| is 0.04702 Eh/bohr. As for the energy above the lowest of the compared OMol25 structures with the same formula, charge and spin: 141.6 kJ/mol.

These are the Löwdin partial charges, in e, on atoms 1 to 5: atom 1 (S): 0.713, atom 2 (S): 0.744, atom 3 (F): 0.041, atom 4 (C): -0.350, atom 5 (C): -0.704


Density functional theory data (the ωB97M-V functional and the def2-TZVPD basis) for C4H4F2N2 in the gas phase at a distorted geometry.

XYZ file:
```
12
Properties=species:S:1:pos:R:3:forces:R:3
F 3.300279 0.033547 -1.078176 -0.209 0.230 0.245
F 3.193473 -0.064648 1.086805 0.203 -0.460 1.033
N 0.087919 0.073987 0.689494 0.559 0.545 0.354
N 0.684014 -1.035804 -1.167785 -1.632 -2.865 -3.571
C -0.977413 -0.484260 0.138343 -6.440 0.322 2.571
C 2.503634 0.301539 -0.002798 -1.317 -0.587 -1.973
C 1.147251 -0.259108 -0.215439 2.425 0.930 2.490
C -0.612163 -1.181705 -1.002423 1.290 -1.241 -3.261
H -2.021151 -0.449068 0.655490 2.233 -0.058 -1.130
H 2.249610 1.333315 0.053036 0.801 1.642 0.287
H 0.000212 0.543439 1.532842 0.688 0.884 1.503
H -1.310053 -1.677964 -1.768700 1.399 0.657 1.453
```
Positions in Å, forces in eV/Å.

The charge is 0. As for the calculated total energy: -463.8899 Eh. The gap between HOMO and LUMO (alpha / beta) comes out at 0.209 / 0.305 Ha. The calculation puts the molar mass at 118.086 g/mol. Its HOMO energy (alpha / beta) is -4.902 / -10.556 eV. Its max |F| is 0.13500 Eh/bohr. As for the energy above the lowest of the compared OMol25 structures with the same formula, charge and spin: 40.9 kJ/mol. Its multiplicity is 3.

These are the Löwdin partial charges, in e, on atoms 1 to 5: atom 1 (F): 0.063, atom 2 (F): 0.080, atom 3 (N): 0.074, atom 4 (N): 0.094, atom 5 (C): -0.141


Density functional theory data (the ωB97M-V functional and the def2-TZVPD basis) for a molecular structure, C31H48Cl3IrN4O4Si at a distorted geometry.

XYZ file:
```
92
Properties=species:S:1:pos:R:3:forces:R:3
Ir -0.001537 -0.353620 1.894574 2.074 -0.440 -1.125
Cl 0.097454 -2.690118 2.306862 0.092 -1.645 0.825
Cl 1.289783 -0.608074 0.023570 1.217 -0.212 -0.929
Cl -0.181973 1.920115 1.566181 -0.165 2.232 -0.098
Si -0.680239 1.355490 -4.046016 0.371 0.028 -0.785
O 0.371993 0.600766 -5.105128 -0.089 0.034 -0.339
O -1.768451 -0.711103 0.814489 -2.470 -2.246 -0.713
O -1.412633 -0.081008 3.472462 -1.538 2.677 2.924
O 1.514587 -0.381719 3.414961 0.486 0.397 1.817
N 1.016959 -0.445603 5.701511 -0.134 -0.708 -1.367
N -2.327715 1.115097 5.187441 -0.037 0.580 -0.109
N -1.918698 -2.817640 -0.101684 -0.211 0.034 0.259
N 1.424687 0.272110 6.774764 0.231 0.541 1.758
C 0.573705 3.594440 -9.344707 0.091 -0.109 0.216
C -2.368554 0.835257 -4.655126 -0.188 -0.096 0.152
C -0.573607 3.206529 -4.219022 -0.009 0.264 0.093
C 1.720337 3.766618 -8.562767 -0.105 -0.035 0.180
C -1.461664 -2.997235 6.713916 0.108 -0.197 -0.268
C -1.748205 -4.259114 0.114001 -0.385 0.131 0.006
C 1.908744 -0.686981 -7.803806 0.124 0.406 0.813
C 2.045168 1.393766 6.355632 -0.280 -0.219 -0.751
C 1.204722 -2.879345 5.863236 -0.056 0.337 -0.022
C -3.735134 0.814369 4.928248 -0.041 -0.484 0.179
C 1.916504 2.978792 -7.428037 -0.301 -0.344 -0.171
C 1.420852 0.989276 -5.989572 -0.479 0.128 0.326
C 2.094936 1.372118 4.981619 0.137 0.247 0.102
C 0.999745 1.969512 -7.092058 0.319 -0.179 0.019
C 1.167756 -0.116886 8.157339 -0.081 0.250 0.250
C -0.266645 0.739702 -2.358146 -0.092 0.016 0.127
C 2.512019 2.434469 7.287695 0.383 0.496 0.231
C 2.015784 -0.309916 -6.518142 -0.551 0.085 -0.868
C -1.420317 0.961205 4.197061 -0.228 -1.870 -0.825
C 0.412656 -1.732070 5.872800 -0.197 -0.502 0.443
C -0.158310 1.798916 -7.867933 0.219 0.275 -0.137
C -0.672044 -4.155977 6.712363 0.160 0.368 0.101
C -1.480573 -2.302567 -1.385655 0.317 -0.058 -0.159
C 0.650033 -4.094126 6.264052 -0.072 -0.025 -0.224
C 2.443776 -1.969301 -8.345894 0.093 -0.480 -0.416
C 2.653046 -1.152003 -5.458918 0.173 -0.128 0.138
C -2.036881 2.098383 6.234645 0.120 0.212 -0.334
C -0.366989 2.621843 -8.989345 0.056 -0.080 0.304
C -2.083638 -1.952370 0.898565 0.313 0.804 -0.138
C -0.938584 -1.799761 6.232739 0.293 0.183 0.021
C 1.528773 0.152563 4.559191 0.033 -0.685 -0.875
H -2.499736 -2.353741 1.838819 0.153 0.079 -0.458
H -2.484341 -0.253632 -4.614733 -0.011 0.112 -0.022
H 2.228449 -2.836826 -7.706453 0.050 0.237 -0.132
H 0.423353 4.221975 -10.225646 -0.013 -0.233 0.259
H -1.066680 -5.102222 7.085034 0.031 0.293 -0.163
H 3.532489 -1.935333 -8.496652 -0.185 0.012 0.083
H 0.377800 3.606358 -3.854244 -0.065 -0.018 -0.047
H 2.114413 -1.063669 -4.507590 0.106 0.013 -0.224
H -1.551475 -0.897795 6.132377 0.229 -0.389 0.266
H -0.873952 1.002556 -7.624087 0.359 0.384 -0.047
H -3.166445 1.286804 -4.053952 0.047 -0.075 -0.070
H 2.018993 0.187386 8.786577 -0.312 -0.002 -0.369
H 2.470342 4.513635 -8.827538 -0.272 -0.150 0.026
H -0.238655 -0.358176 -2.380505 0.062 0.444 0.003
H -2.506048 1.153945 -5.695830 0.038 -0.034 0.170
H 1.253251 -5.000994 6.207083 -0.162 0.262 0.120
H -0.382555 -2.180426 -1.382499 -0.458 0.036 -0.091
H -1.009739 1.046811 -1.606505 0.197 -0.124 -0.097
H 2.677272 -2.205604 -5.749831 0.069 0.141 0.120
H -2.489839 -3.020730 7.076749 0.249 -0.093 -0.187
H -3.813650 0.039591 4.157648 0.123 0.210 0.229
H -0.972238 2.063889 6.482451 -0.083 -0.064 -0.101
H 3.219486 2.024423 8.019200 -0.179 0.139 -0.055
H -0.716364 1.805807 4.072094 0.191 -0.723 0.009
H 1.065798 -1.199456 8.266674 -0.017 0.208 -0.286
H 0.254354 0.369233 8.539402 0.255 -0.225 -0.085
H -1.373964 3.665775 -3.624516 0.125 -0.010 -0.057
H 3.687852 -0.820095 -5.294394 -0.128 -0.110 0.045
H 3.040529 3.202223 6.705703 -0.216 -0.192 0.277
H -4.187211 0.444520 5.854845 -0.085 0.078 -0.214
H 0.715844 1.073474 -1.991947 -0.341 -0.027 -0.233
H -2.176869 -4.565569 1.077417 0.227 0.215 -0.255
H -1.268879 2.493885 -9.594609 0.315 0.019 0.205
H 2.246432 -2.778185 5.549853 -0.327 -0.205 0.089
H 1.673394 2.906369 7.821178 0.270 -0.130 -0.079
H 2.000014 -2.161213 -9.328825 0.091 -0.088 0.152
H -2.268998 3.125574 5.922366 -0.153 -0.156 0.121
H -1.773845 -3.018154 -2.161589 0.051 0.129 0.119
H 1.423211 -0.037473 -8.531706 0.158 -0.013 0.277
H 2.809956 3.093050 -6.805847 -0.274 0.038 -0.286
H -0.682115 -4.538856 0.080245 -0.334 0.296 0.151
H -2.269256 -4.790362 -0.688701 0.015 0.045 0.117
H 2.198288 1.464128 -5.368660 -0.028 0.150 -0.257
H -2.588703 1.846998 7.145289 -0.038 0.023 -0.239
H -0.706576 3.521872 -5.260265 0.024 -0.062 0.131
H -1.971623 -1.340885 -1.567975 0.268 -0.259 0.047
H 2.496014 2.091153 4.285038 0.090 0.029 0.228
H -4.269405 1.713204 4.581087 0.187 -0.196 0.182
```
Positions in Å, forces in eV/Å.

The charge is 0. As for the calculated total energy: -3504.3909 Eh. The gap between HOMO and LUMO (alpha / beta) comes out at 0.203 / 0.255 Ha. The calculation puts the molar mass at 867.411 g/mol. Its HOMO energy (alpha / beta) is -5.470 / -7.424 eV. Its max |F| is 0.08270 Eh/bohr. As for the energy above the lowest of the compared OMol25 structures with the same formula, charge and spin: 0.0 kJ/mol. Its multiplicity is 5.

These are the Löwdin partial charges, in e, on atoms 1 to 5: atom 1 (Ir): 0.851, atom 2 (Cl): 0.034, atom 3 (Cl): -0.019, atom 4 (Cl): -0.093, atom 5 (Si): 0.395


Density functional theory data (the ωB97M-V functional and the def2-TZVPD basis) for a molecular structure, C9H21INOP2PdSe at a distorted geometry.

XYZ file:
```
37
Properties=species:S:1:pos:R:3:forces:R:3
I 2.368693 2.191915 -0.605697 0.362 1.608 -0.425
Pd 0.454873 0.364523 -0.187375 -0.561 0.634 -0.063
Se -1.697396 -4.101007 1.167579 -0.552 -1.061 0.536
P 0.814191 0.174934 2.144245 0.765 0.333 3.426
P -0.993873 0.261868 -2.093812 -2.566 0.032 -3.427
O 2.801380 -1.407872 -1.177485 -3.627 2.838 1.289
N -0.475935 -1.698978 0.008965 -1.308 -2.140 1.487
C -2.455380 -0.864172 -2.152891 0.341 -0.155 0.982
C -0.018983 -0.243134 -3.565288 0.766 -0.095 0.854
C -0.155568 -0.918306 3.233020 -0.437 -0.135 -0.795
C 1.927403 -0.719470 -0.855992 4.988 -4.128 -1.930
C 2.548967 -0.331020 2.416857 -0.111 -0.230 -0.912
C -0.973103 -2.638987 0.535518 1.430 2.441 -1.720
C -1.706497 1.897644 -2.528173 0.509 0.161 1.008
C 1.875835 4.285286 -1.084088 -0.220 0.565 -0.080
C 0.687188 1.821457 2.929262 -0.449 0.247 -0.707
H 2.769175 -0.310352 3.494980 -0.190 0.028 -0.245
H -1.213461 -0.622633 3.166426 0.264 -0.156 0.172
H 1.051663 1.769444 3.969217 -0.104 -0.151 -0.341
H 2.658512 -1.354711 2.031170 0.219 0.201 0.232
H 0.840624 0.428739 -3.674509 -0.114 -0.167 -0.119
H 2.622258 4.900867 -0.576061 -0.039 -0.402 0.144
H -0.895490 2.634741 -2.548125 -0.269 0.012 -0.055
H -2.115865 -1.891178 -1.954645 -0.249 0.339 -0.152
H -2.967209 -0.835156 -3.129905 0.456 0.304 0.202
H 1.984622 4.415710 -2.162854 -0.025 -0.419 0.148
H 0.338664 -1.266374 -3.391137 -0.012 0.166 -0.233
H -2.212143 1.885362 -3.503073 0.160 -0.346 0.142
H 1.277113 2.552630 2.352963 -0.243 -0.234 0.371
H 0.862464 4.530393 -0.744065 0.354 -0.376 -0.001
H 3.231563 0.340087 1.875869 -0.113 -0.216 0.276
H -0.050453 -1.959268 2.896211 -0.009 0.296 0.300
H -2.427325 2.158606 -1.741776 0.118 0.130 -0.273
H 0.195470 -0.818120 4.272548 0.021 0.089 -0.369
H -0.621832 -0.219171 -4.484371 -0.147 0.089 0.397
H -0.376950 2.112434 2.919078 0.428 0.091 0.144
H -3.167678 -0.554066 -1.371797 0.164 -0.193 -0.262
```
Positions in Å, forces in eV/Å.

The charge is +3. As for the calculated total energy: -3994.0491 Eh. The gap between HOMO and LUMO (alpha / beta) comes out at 0.318 / 0.176 Ha. The calculation puts the molar mass at 533.505 g/mol. Its HOMO energy (alpha / beta) is -18.793 / -19.106 eV. Its max |F| is 0.13139 Eh/bohr. Its multiplicity is 5.

These are the Löwdin partial charges, in e, on atoms 1 to 5: atom 1 (I): 1.134, atom 2 (Pd): 0.343, atom 3 (Se): 1.105, atom 4 (P): 0.785, atom 5 (P): 0.829


Density functional theory data (the ωB97M-V functional and the def2-TZVPD basis) for a molecular structure, C3H2NiO3 at a distorted geometry.

XYZ file:
```
9
Properties=species:S:1:pos:R:3:forces:R:3
Ni 2.298763 0.539374 0.502960 0.565 -0.057 -0.235
O 1.120609 -0.711034 -0.072406 2.536 -0.998 0.379
O -0.367530 0.863803 -0.629327 0.339 -1.090 -1.451
O -1.043016 -0.814071 0.577720 1.087 -1.756 -0.056
C -2.095297 0.896243 -0.432303 2.195 -1.144 -1.712
C -2.190943 -0.211041 0.276203 -1.698 2.686 1.213
C -0.023678 -0.285602 -0.173929 -5.276 3.776 1.505
H -2.920559 0.629286 0.910223 0.323 -2.509 0.081
H -2.630737 1.172289 -1.337415 -0.071 1.091 0.276
```
Positions in Å, forces in eV/Å.

The charge is +2. As for the calculated total energy: -1848.5434 Eh. The gap between HOMO and LUMO (alpha / beta) comes out at 0.266 / 0.186 Ha. The calculation puts the molar mass at 144.739 g/mol. Its HOMO energy (alpha / beta) is -19.681 / -19.492 eV. Its max |F| is 0.12953 Eh/bohr. As for the energy above the lowest of the compared OMol25 structures with the same formula, charge and spin: 212.8 kJ/mol. Its multiplicity is 3.

These are the Löwdin partial charges, in e, on atoms 1 to 5: atom 1 (Ni): 1.445, atom 2 (O): 0.114, atom 3 (O): 0.127, atom 4 (O): 0.184, atom 5 (C): 0.223